Entry 1:
Molecular formula: C3H10NO
Method: DFT, ωB97M-V/def2-TZVPD

Each line ends with the natural charge from an NBO analysis.
Element x y z (Å)
H 1.11 1.70 -1.26  0.259
C 1.61 -0.85 1.07  -0.066
H 2.37 0.76 -1.42  0.281
H 1.19 -1.46 1.82  0.217
H -0.17 0.03 0.18  0.283
H -3.20 0.76 0.83  0.381
H -2.18 -0.10 -0.33  0.389
C 1.72 1.05 -0.59  -0.719
O -1.04 -0.48 -1.18  -0.617
H 2.28 1.70 0.05  0.267
C 0.98 0.05 0.28  -0.052
H -3.51 -0.77 0.80  0.396
H -1.25 -1.08 -1.91  0.490
H 2.77 -1.18 1.04  0.234
N -2.68 -0.14 0.63  -0.742

As for the electronic energy: -249.712873 Eh. The molar mass comes out at 76.12 g/mol. As for the frontier orbital gap: 4.440 eV. The charge is +1. The relative energy (zero: lowest compared OMol25 entry of this formula, charge and spin) is 213.9 kcal per mole. The highest occupied orbital energy is -14.4149 eV. As for the max |F|: 4.94 eV/A.



Entry 2:
Molecular formula: C18H31Cl2HgN4O4
Method: DFT, ωB97M-V/def2-TZVPD

Each line ends with the natural charge from an NBO analysis.
Element x y z (Å)
H 2.06 0.76 -3.81  0.241
N 0.94 -1.03 -3.99  -0.467
N -1.69 3.56 -0.74  -0.444
C 2.23 -0.32 -3.98  -0.420
C 0.22 0.72 3.59  -0.640
H -1.30 1.64 -1.39  0.175
H -0.09 -2.69 -4.77  0.202
C 3.94 0.40 0.74  0.182
H 1.20 -3.12 -3.61  0.234
Cl 0.15 -3.12 -1.14  -0.733
C 5.47 0.50 0.52  -0.118
C 1.22 0.88 2.47  -0.326
H -3.87 -1.98 -1.18  0.375
N -3.65 -1.22 1.11  -0.869
H 9.28 0.78 -0.69  0.197
H 3.86 -0.92 2.80  0.229
C -1.88 2.21 -0.63  0.540
C 0.93 -2.43 -4.44  -0.413
C 3.46 -0.02 3.33  -0.714
H 3.29 1.35 0.89  0.245
H 1.64 -2.57 -5.28  0.190
H 5.58 -1.43 -0.51  0.211
H -4.42 -0.66 0.74  0.385
H -3.31 4.90 -0.96  0.172
H 0.04 3.44 -1.92  0.251
H 0.71 1.23 1.56  0.238
H -3.37 -1.02 2.05  0.398
H -0.35 -0.21 3.49  0.210
H -1.14 -0.78 -4.04  0.122
O -0.27 0.17 -2.41  -0.640
H 8.24 2.50 0.72  0.191
C -2.67 4.48 -0.16  -0.419
H 3.10 -0.36 4.32  0.172
O 3.37 -0.63 0.29  -0.849
C 6.30 1.59 0.89  -0.217
C 8.23 0.68 -0.37  -0.276
Cl 1.45 1.51 -0.24  -0.737
C -0.21 -0.54 -3.46  0.546
O -1.41 -1.24 0.68  -0.651
C 7.46 -0.44 -0.64  -0.240
H 5.90 2.41 1.49  0.207
H -0.51 1.53 3.61  0.201
C -2.56 -1.35 0.27  0.804
H 7.93 -1.23 -1.23  0.192
H 0.74 0.73 4.56  0.184
C 7.64 1.65 0.45  -0.227
H -3.29 3.93 0.57  0.240
H 2.71 -0.48 -4.98  0.195
H 4.28 0.70 3.50  0.205
H 2.90 -0.75 -3.19  0.211
C -0.79 4.14 -1.72  -0.412
H -2.19 -2.08 -1.62  0.418
H -0.39 5.08 -1.33  0.194
C 6.12 -0.54 -0.20  -0.174
O -2.61 1.68 0.21  -0.666
N -2.92 -1.65 -1.05  -0.866
C 2.53 0.77 2.54  0.043
H -1.32 4.36 -2.66  0.166
Hg 1.29 -1.05 -0.74  1.366
H -2.14 5.32 0.32  0.189

As for the electronic energy: -2298.185406 Eh. The molar mass comes out at 638.97 g/mol. As for the frontier orbital gap (spin up / spin down): 5.459 / 4.198 eV. The charge is -1. The relative energy (zero: lowest compared OMol25 entry of this formula, charge and spin) is 102.3 kcal per mole. The highest occupied orbital energy (spin up / spin down) is -2.9735 / -1.7162 eV. As for the max |F|: 3.85 eV/A.



Entry 3:
Molecular formula: C4H6ClN2
Method: DFT, ωB97M-V/def2-TZVPD

Each line ends with the natural charge from an NBO analysis.
Element x y z (Å)
H 2.86 0.19 0.61  0.222
Cl -3.62 0.21 0.17  0.174
C -1.97 0.23 0.02  0.027
H -1.37 0.99 -0.42  0.225
H 0.52 -2.10 -0.36  0.263
H 0.47 2.02 0.67  0.249
H -2.03 -1.60 0.29  0.446
H 2.69 0.57 -0.99  0.223
N -1.34 -0.92 0.06  -0.415
C 2.14 0.36 -0.11  -0.193
C 0.03 -1.15 0.01  0.019
N 0.75 -0.04 -0.08  -0.238
C 0.88 1.25 0.13  -0.002

As for the electronic energy: -725.285182 Eh. The molar mass comes out at 117.56 g/mol. As for the frontier orbital gap (spin up / spin down): 7.307 / 7.263 eV. The charge is +1. The relative energy (zero: lowest compared OMol25 entry of this formula, charge and spin) is 107.2 kcal per mole. The highest occupied orbital energy (spin up / spin down) is -12.4806 / -12.4439 eV. As for the max |F|: 5.41 eV/A.



Entry 4:
Molecular formula: C37H38BCl2NO3SiTi
Method: DFT, ωB97M-V/def2-TZVPD

Each line ends with the Mulliken spin population.
Element x y z (Å)
H -5.33 4.50 2.37  0.000
C 3.69 -1.56 -1.08  -0.015
C 3.73 3.81 3.42  0.005
H -5.76 0.71 -0.88  0.000
H 5.65 1.20 -1.34  0.000
H 3.59 -1.81 -2.13  0.000
H 4.65 -1.37 3.58  0.001
C -2.47 -2.03 -3.83  0.001
H 3.10 -0.50 3.55  0.002
C 4.69 -0.24 0.66  -0.001
C -1.10 -1.56 -3.35  0.000
H 5.35 0.56 0.97  -0.001
H -2.96 -3.33 -1.37  0.000
C 3.77 3.86 1.02  0.006
H -2.89 3.71 -1.92  0.000
H -0.58 -0.69 -5.26  0.000
C -4.75 0.99 -1.14  0.000
H 2.73 -4.29 -0.76  0.000
H 4.87 5.24 2.27  -0.001
H -6.16 2.27 2.98  0.000
H -0.03 -1.51 1.20  0.019
C -4.45 2.32 -1.42  0.000
H 4.75 0.39 -2.63  0.001
C -1.06 -3.17 1.98  0.020
O 0.43 -0.35 -1.22  -0.029
C -3.14 2.67 -1.72  0.008
H -1.40 0.44 -4.18  0.000
C -2.42 0.37 -1.47  -0.008
H 0.29 0.04 -3.90  0.000
H -0.30 -3.54 -2.90  0.000
C 2.94 -2.26 -0.14  -0.037
B -0.96 1.23 1.20  0.045
Cl 2.33 2.11 -0.49  -0.001
H 1.38 -3.71 0.22  0.000
H -3.26 -1.31 -3.61  0.000
C 3.02 -1.88 1.20  0.088
Si -1.05 -0.92 -1.54  0.013
C -1.45 -2.27 -0.26  -0.020
C -0.67 -0.37 -4.22  0.000
O -2.09 0.53 1.77  -0.034
C 3.93 -0.90 1.62  -0.033
H -0.54 -3.11 2.92  0.001
C 5.35 0.22 -1.72  0.002
H -3.99 -0.99 -0.91  0.000
H -2.75 -2.99 -3.38  0.000
C 4.56 -0.54 -0.70  0.013
C -5.15 2.38 2.61  0.000
C -3.06 1.45 2.01  -0.011
C -4.33 1.25 2.49  0.001
C -3.74 0.03 -1.16  0.000
C -2.14 1.71 -1.74  0.018
C -2.68 -4.21 0.55  0.002
C 2.42 2.12 2.19  0.014
C 2.09 -3.43 -0.56  0.002
H -3.01 4.81 1.51  0.000
H 0.93 -2.34 -3.31  0.000
N 1.65 1.05 2.07  -0.030
H -5.23 3.07 -1.38  0.000
H -2.23 -4.88 2.54  0.000
C 4.20 4.39 2.24  -0.009
H 6.25 -0.32 -2.01  0.001
H 4.04 4.21 4.38  0.000
Ti 0.90 0.23 0.63  0.995
C -0.08 -2.68 -3.54  0.000
C 2.92 2.79 1.03  -0.011
Cl 2.33 2.05 4.90  -0.001
C -3.38 3.83 1.79  0.000
H -2.45 -2.18 -4.91  0.000
C -0.80 -2.26 0.97  0.045
C 4.08 -0.58 3.08  -0.010
C -4.68 3.64 2.27  0.000
H -3.43 -4.98 0.37  0.000
H 2.46 -2.43 1.95  0.009
H -0.09 -3.03 -4.58  0.000
H 1.53 -3.20 -1.46  -0.001
H -1.12 2.01 -1.94  -0.011
C -2.41 -3.27 -0.44  -0.001
H -4.69 0.26 2.74  0.000
O -1.32 2.61 1.20  -0.032
C -2.02 -4.16 1.76  -0.001
H 4.10 4.29 0.08  0.001
C 2.88 2.73 3.39  -0.011
H 4.60 0.36 3.22  0.001
C -2.59 2.71 1.66  -0.003

As for the electronic energy: -3797.658500 Eh. The molar mass comes out at 702.39 g/mol. The spin multiplicity is 2. As for the frontier orbital gap (spin up / spin down): 6.379 / 6.557 eV. The charge is -1. The relative energy (zero: lowest compared OMol25 entry of this formula, charge and spin) is 25.1 kcal per mole. The highest occupied orbital energy (spin up / spin down) is -3.7939 / -3.9717 eV. As for the max |F|: 1.07 eV/A.